Entry 1:
Formula: C14H26NO3PSn
Source: the Open Molecules 2025 dataset
Level of theory: ωB97M-V with the def2-TZVPD basis set

Structure (XYZ):
```
46
Properties=species:S:1:pos:R:3:forces:R:3:mulliken_charge:R:1
Sn -0.0067 -0.0009 1.6762 0.5990 0.2822 1.2540 1.245
C -2.3600 -0.4797 1.3041 -6.0227 0.3355 1.4686 0.316
O -3.5048 -0.4275 1.4244 4.9649 -0.3959 -0.7950 0.012
C -0.4679 2.3734 1.9610 -0.3202 4.4921 2.9197 0.407
O -0.5626 3.4094 2.4528 0.3461 -4.3903 -2.4204 0.018
C 2.4498 0.4750 1.9369 4.4622 1.4190 2.1681 0.281
O 3.4991 0.7768 2.2937 -4.2072 -1.3013 -1.6447 0.003
C -1.5034 0.9600 -1.7787 -1.4578 0.4171 1.6579 0.424
P -0.0262 0.1632 -0.9821 0.5206 -1.1766 -4.4282 0.287
H 0.5126 -1.6946 -2.3915 0.1512 0.4622 0.1916 0.599
H -2.3325 0.2697 -1.5391 0.2620 0.1903 -0.1073 0.554
C 1.4444 0.9015 -1.8214 1.2159 0.4182 1.2875 0.427
H 1.1762 0.8569 -2.8883 -0.5292 -0.2377 0.1744 0.603
C -1.3663 1.0575 -3.3096 1.0609 -0.3160 -0.4971 -1.617
H -1.0817 0.1034 -3.7805 -0.1548 0.3369 0.0537 0.434
H -0.6342 1.8312 -3.5931 -0.2948 -0.2676 0.0912 0.432
H -2.3425 1.3606 -3.7231 0.0875 -0.1457 0.3826 0.447
C -1.8340 2.3371 -1.1684 -0.0107 0.2562 -0.3267 -1.236
H -1.1148 3.1011 -1.5084 -0.4569 -0.2583 0.2237 0.292
C 0.7270 -2.5524 -0.4280 0.1986 0.4451 -0.5523 -1.389
H -1.8503 2.3322 -0.0637 -0.2279 0.0395 -0.3490 0.229
H -2.8346 2.6193 -1.5413 0.4059 0.0419 0.3390 0.481
C -1.4586 -2.1752 -1.6585 -0.0866 0.1425 -0.0470 -1.380
H 0.2066 -2.6134 0.5423 -0.3133 -0.0758 0.1652 0.355
H 0.7337 -3.5772 -0.8337 0.0778 0.2711 0.3451 0.515
H 1.7601 -2.2434 -0.2471 -0.0183 -0.0837 -0.1322 0.182
C -0.0303 -1.6498 -1.4307 -0.3747 -0.6538 1.0123 0.363
H -1.4139 -3.2694 -1.7610 -0.0805 0.3318 -0.0303 0.447
H -1.9179 -1.7552 -2.5655 0.0981 -0.2333 0.3304 0.383
H -2.1018 -1.9450 -0.7981 -0.0280 -0.2539 -0.2016 0.244
C 2.7066 0.0496 -1.6106 -0.1433 -0.1391 -0.1161 -1.303
H 2.9576 -0.0271 -0.5395 0.1363 -0.0323 -0.4176 0.172
H 3.5345 0.5580 -2.1272 -0.1552 -0.2442 0.2074 0.464
H 2.5983 -0.9580 -2.0452 0.2262 0.4033 0.2455 0.377
C 1.6739 2.3717 -1.4341 -0.1239 0.1763 -0.1881 -1.196
H 1.8260 2.4851 -0.3507 0.1036 0.0533 -0.1667 0.257
H 0.8462 3.0264 -1.7447 0.4440 -0.1927 0.0970 0.179
H 2.5901 2.7104 -1.9424 -0.3198 0.0144 0.2260 0.475
H -0.1964 -5.3168 0.3500 -0.0290 -0.0661 0.2788 0.001
H -0.1854 -5.3283 1.0999 -0.0039 -0.0041 -0.2459 0.045
C -0.0065 -0.0076 6.5837 -0.0225 -0.1748 0.1058 -0.778
C -0.0465 -0.0894 5.1510 0.0038 0.2734 -0.8062 0.410
N -0.0735 -0.0655 3.9867 0.0293 -0.1490 -1.5810 -0.520
H -0.8953 0.5337 6.9363 0.0517 -0.0366 -0.0459 0.351
H 0.9030 0.5292 6.8859 -0.0574 -0.0320 -0.0458 0.349
H 0.0030 -1.0160 7.0213 -0.0068 0.0585 -0.0801 0.359
```
Forces are in eV/Å.

As for the HOMO energy: -23.911 eV. As for the total charge: +4. The value obtained for the largest force on an atom is 6.21 eV Å⁻¹. The value obtained for the LUMO energy is -18.281 eV. The orbital gap comes out at 0.20692 Eh.

Entry 2:
Formula: C14H26NPSn
Source: the Open Molecules 2025 dataset
Level of theory: ωB97M-V with the def2-TZVPD basis set

Structure (XYZ):
```
43
Properties=species:S:1:pos:R:3:forces:R:3:mulliken_charge:R:1
C -0.8113 -2.5962 -1.7740 0.2448 -0.0969 -0.3292 -0.686
C -0.5237 -1.3751 -2.3739 -0.3284 -0.0601 -0.3442 -0.478
C 0.3275 -0.4478 -1.7619 0.0857 -0.7437 -0.1382 1.140
C 1.0384 -0.8281 -0.6170 -0.9373 1.1136 0.9216 -0.265
C 0.6367 -1.9977 0.0620 0.3404 -0.1527 -0.4004 0.497
C -0.2210 -2.9042 -0.5494 -0.5647 -0.1830 0.5154 -0.890
C 0.3965 0.9245 -2.3593 -0.2564 0.2967 -0.8160 0.012
C -1.0166 1.5536 -2.5053 0.0408 0.4472 0.1902 -1.458
N -1.7075 1.7981 -1.2644 0.5719 -0.6246 0.4437 0.428
Sn 2.8308 0.2137 0.1122 1.7322 -1.3196 0.4489 -0.126
C 1.1110 -2.2735 1.4824 0.1239 -0.5128 -0.0063 -1.158
P 0.5509 -0.9895 2.6132 0.1272 1.3862 -0.5918 0.869
H -0.9850 -1.1125 -3.3446 0.1537 -0.2447 0.6680 0.362
H -0.4777 -3.8321 -0.0169 0.0337 0.3750 -0.3273 0.264
H -1.4876 -3.3017 -2.2627 0.2560 0.1842 0.1784 0.384
H 2.2080 -2.3344 1.5671 -0.2162 0.0954 -0.0955 0.476
H 0.6827 -3.2109 1.8812 0.1113 0.1415 -0.2757 0.436
H 1.0308 1.6064 -1.7920 -0.1078 -0.2043 0.0991 -0.481
H 0.8264 0.8762 -3.3774 -0.0518 0.0165 0.2650 0.370
H -0.8996 2.5354 -3.0019 -0.0530 -0.4553 -0.1914 0.587
C 0.9856 -1.3755 4.2860 -0.1305 -0.5172 0.6765 -1.155
C -1.2110 -0.8002 2.4383 -0.9363 -0.2821 0.3842 -1.031
H -1.6618 0.9124 -3.1207 0.2323 0.2343 -0.0840 0.495
C -2.7583 0.9263 -0.8117 0.0507 0.2092 -0.3227 -0.837
C -1.5077 3.0300 -0.5648 -0.0901 0.1610 -0.1687 -1.011
H 2.2380 0.7181 1.7799 0.3860 1.2340 -0.7186 -0.042
H -3.7381 1.2523 -1.2006 -0.1284 -0.1531 0.1658 0.299
H -2.5752 -0.1018 -1.1523 -0.0664 0.2376 0.1623 0.238
H -2.8085 0.9347 0.2875 -0.0159 -0.0595 -0.2032 0.178
H -2.3675 3.7107 -0.7082 0.1803 0.1249 0.1106 0.340
H -1.3994 2.8582 0.5199 0.0953 0.1163 -0.2326 0.244
H -0.5995 3.5296 -0.9463 -0.3804 -0.1784 0.2953 0.309
H -1.7220 -1.5279 3.0793 -0.0711 0.1031 -0.0808 0.404
H -1.5245 0.2066 2.7326 0.1256 -0.1698 0.0049 0.400
H -1.5400 -0.9707 1.4104 0.2739 0.0355 0.0024 0.177
H 0.4256 -2.2561 4.6165 0.1778 0.0528 0.1616 0.376
H 2.0593 -1.5723 4.3523 -0.1322 0.0228 -0.0332 0.366
H 0.7437 -0.5259 4.9320 0.0191 -0.1413 -0.0909 0.383
H 1.2427 0.3497 2.3340 -0.3293 -1.1687 -0.3096 -0.089
C 3.4615 1.8930 -1.1118 -0.5542 0.5637 0.2160 -1.307
H 3.6741 1.5738 -2.1431 -0.1345 0.0695 0.3895 0.314
H 4.3846 2.2578 -0.6337 -0.3545 -0.0748 -0.2692 0.385
H 2.6887 2.6731 -1.0931 0.4767 0.1213 -0.2702 0.282
```
Forces are in eV/Å.

As for the HOMO energy: -5.442 eV. The value obtained for the largest force on an atom is 2.22 eV Å⁻¹. The value obtained for the LUMO energy is 0.350 eV. The orbital gap comes out at 0.21285 Eh.

Entry 3:
Formula: C14H26O2
Source: the Open Molecules 2025 dataset
Level of theory: ωB97M-V with the def2-TZVPD basis set

Structure (XYZ):
```
42
Properties=species:S:1:pos:R:3:forces:R:3:mulliken_charge:R:1
C -2.1947 3.3971 -2.0530 -0.6376 0.1823 0.2011 -1.457
C -3.1734 2.6118 -1.1516 0.0952 -0.5335 -1.2500 0.462
C -4.6125 3.0080 -1.5755 0.3029 -0.8848 0.3619 -1.700
C -2.9443 1.0493 -1.2517 0.7272 -0.0691 -0.7262 0.255
C -3.2933 0.4844 -2.6635 -0.3871 -0.3273 0.5577 -1.646
C -1.4698 0.5907 -0.8936 -0.7085 0.4030 0.5813 0.110
C -1.0456 1.3005 0.4161 0.3765 0.2116 -0.8616 -1.888
C -1.3665 -0.9998 -0.7186 0.7311 1.4373 -0.0368 0.328
O -2.2250 -1.4553 0.3013 -0.5302 0.0522 0.3588 -0.592
C 0.0211 -1.3913 -0.3662 0.5660 0.1659 -0.0102 -0.515
C 1.1398 -1.6707 0.0022 -1.1291 0.1525 -0.2968 -0.858
C 2.3777 -2.2913 0.4645 -0.1482 0.6171 0.7843 0.838
C 2.9489 -3.1470 -0.6334 0.8672 -0.4685 -0.2518 -1.551
C 2.0590 -3.1526 1.7073 0.1213 1.3181 0.6143 0.038
C 1.7831 -2.3174 2.9672 0.0526 0.5163 -1.1599 -1.231
O 0.9802 -3.9983 1.4609 -0.8785 -0.2229 -0.6952 -0.562
H -2.3194 4.4716 -1.8517 -0.0831 -0.2159 -0.3604 0.420
H -2.3547 3.1784 -3.1272 -0.0255 0.2254 0.5735 0.291
H -1.1711 3.1816 -1.8214 0.6843 -0.2441 0.1029 0.374
H -3.0095 2.8910 -0.1109 -0.1062 0.0973 -0.0164 0.472
H -4.7441 2.9843 -2.6556 0.0732 -0.3482 -0.1007 0.354
H -4.8546 4.0188 -1.3102 0.0309 0.6030 0.4474 0.454
H -5.3501 2.3451 -1.1018 0.0622 0.1609 -0.1819 0.390
H -3.6336 0.6086 -0.5021 0.3345 -0.0398 -0.4418 0.333
H -4.3578 0.6427 -2.8133 -0.1388 0.0055 -0.3159 0.448
H -3.1562 -0.6159 -2.6800 -0.0112 0.6308 -0.0485 0.477
H -2.7556 0.9127 -3.5327 -0.0630 -0.0481 0.7184 0.262
H -0.7792 0.9174 -1.6895 -0.2625 -0.3437 0.1151 0.458
H -0.9841 2.4042 0.3193 -0.3354 -0.7046 -0.0337 0.409
H -0.0491 1.0032 0.6997 0.3545 -0.3321 0.2609 0.397
H -1.7416 1.0443 1.2013 -0.2152 0.1757 0.4608 0.419
H -1.6327 -1.5010 -1.6612 -0.1375 0.1444 0.4667 0.453
H -2.0850 -0.9085 1.0980 0.0275 -0.3934 -0.5593 0.425
H 3.0732 -1.4595 0.7539 -0.2717 -0.8804 -0.1908 0.390
H 3.7669 -3.7574 -0.2184 -0.2745 0.0532 -0.1887 0.379
H 3.4073 -2.4565 -1.3249 0.0356 -0.1243 -0.7424 0.451
H 2.2183 -3.8129 -1.1317 0.3391 0.5297 0.3636 0.258
H 2.9420 -3.7507 1.9208 0.0439 -0.3253 -0.1765 0.398
H 2.5902 -1.5984 3.1476 -0.1082 -0.0818 0.0329 0.362
H 1.7494 -3.0208 3.7671 -0.3204 -0.2553 0.8580 0.375
H 0.8300 -1.7702 2.8466 0.3789 -0.2730 0.2240 0.179
H 0.3082 -3.4683 0.9640 0.5683 -0.5661 0.5617 0.343
```
Forces are in eV/Å.

As for the HOMO energy: -9.703 eV. Its structure (SMILES) is CC(C)[C@@H](C)[C@@H](C)[C@H](O)C#C[C@H](C)[C@@H](C)O. The value obtained for the largest force on an atom is 1.61 eV Å⁻¹. The value obtained for the LUMO energy is 0.767 eV. The orbital gap comes out at 0.38477 Eh.

Entry 4:
Formula: C14H26O3RuS2Se2Si2
Source: the Open Molecules 2025 dataset
Level of theory: ωB97M-V with the def2-TZVPD basis set

Structure (XYZ):
```
50
Properties=species:S:1:pos:R:3:forces:R:3:mulliken_charge:R:1
Ru 0.0209 -0.2157 1.0631 -0.1656 0.3331 -0.3730 -0.752
C 3.0706 1.1407 2.3722 -0.0848 0.0609 0.0302 -1.194
Si 2.4012 0.0455 0.9686 0.1264 -0.0715 0.1551 1.150
C 3.0795 0.8156 -0.6361 0.0176 0.0017 -0.0369 -1.210
C 3.3799 -1.5661 0.9369 -0.1795 -0.1856 -0.1714 0.234
C 4.7301 -1.7679 1.2251 -0.0317 0.0288 0.0010 -0.338
C 5.3482 -2.9671 0.9040 -0.0077 -0.0419 -0.0161 -0.542
C 4.6236 -3.9699 0.2661 0.0229 0.0259 0.0223 -0.589
C 3.2791 -3.7809 -0.0198 0.0022 0.0107 0.0195 -0.541
C 2.6356 -2.5885 0.3219 0.1159 0.1994 0.1625 -0.111
Si 0.7616 -2.2722 0.1382 0.0862 0.0336 -0.1846 1.086
C 0.3253 -2.1918 -1.7034 0.0308 0.0059 -0.0041 -1.148
C 0.0649 -3.9199 0.7320 -0.0373 0.0308 0.0406 -1.293
H 4.1545 1.2686 2.2889 0.0065 -0.0366 -0.0264 0.298
H 2.8529 0.7051 3.3495 -0.0006 -0.0011 -0.0054 0.324
H 2.6209 2.1377 2.3498 -0.0048 -0.0126 0.0107 0.264
H 4.1684 0.7041 -0.6478 -0.0046 -0.0262 0.0006 0.495
H 2.8541 1.8713 -0.7732 0.0399 -0.0784 0.0378 0.311
H 2.6825 0.2625 -1.4922 0.0238 0.0154 -0.0214 0.164
H 5.3094 -0.9812 1.7003 0.0064 0.0006 -0.0017 0.287
H 6.3949 -3.1230 1.1407 0.0009 -0.0016 -0.0008 0.377
H 5.1088 -4.9032 0.0031 0.0028 -0.0014 0.0014 0.366
H 2.7280 -4.5814 -0.5028 -0.0131 -0.0004 0.0025 0.291
H 0.7470 -3.0512 -2.2350 -0.0014 0.0018 -0.0044 0.403
H 0.7026 -1.2784 -2.1705 0.0172 -0.0158 -0.0047 0.206
H -0.7609 -2.2118 -1.8174 -0.0057 0.0123 0.0265 0.236
H 0.5097 -4.7078 0.1143 -0.0136 -0.0112 -0.0105 0.390
H -1.0188 -3.9725 0.6435 0.0016 0.0295 0.0010 0.361
H 0.3388 -4.1066 1.7715 0.0073 0.0012 -0.0029 0.304
C 0.9385 3.3898 -0.3732 0.0907 0.2371 -0.0076 -1.239
Se -0.3630 1.9996 -0.0087 0.0280 -0.0481 -0.1223 0.421
C -0.8733 1.6568 -1.8582 0.0177 -0.2030 0.1225 -0.776
C -1.6031 2.7836 -2.5563 -0.0078 0.0250 -0.0514 -0.972
Se -3.2748 3.3432 -1.7257 -0.0355 0.0051 -0.0011 -0.002
C -4.1031 1.5877 -1.5965 0.0475 -0.0062 0.0882 -0.476
H 1.4994 3.1789 -1.2802 -0.0500 -0.0403 0.0108 0.409
H 1.6185 3.4320 0.4750 0.0183 -0.0034 -0.0298 0.327
H 0.4314 4.3481 -0.4735 -0.0798 -0.0448 0.0404 0.364
H -1.4756 0.7520 -1.7761 0.0195 0.0370 -0.0672 0.357
H 0.0442 1.4044 -2.3922 0.0224 -0.0097 0.0087 0.547
H -1.8125 2.4747 -3.5823 -0.0250 0.0100 0.0036 0.433
H -0.9920 3.6863 -2.6112 -0.0024 -0.0008 0.0165 0.385
H -4.1734 1.1300 -2.5812 0.0141 0.0024 -0.0036 0.275
H -5.1031 1.7429 -1.1979 -0.0029 0.0277 -0.0116 0.356
H -3.5477 0.9542 -0.9074 -0.0294 0.0014 -0.0314 -0.110
O -1.9483 -0.4858 0.1030 0.1393 0.1708 -0.0037 -0.490
S -2.6940 -1.3843 1.0694 0.2402 -0.0298 0.1762 1.127
O -2.9364 -2.6747 0.4741 -0.0446 -0.1289 0.0504 -0.653
O -3.8495 -0.7232 1.6209 -0.0356 0.0350 0.0691 -0.666
S -1.1722 -1.4786 2.5377 -0.2824 -0.3434 0.0959 -0.447
```
Forces are in eV/Å.

The spin multiplicity is 2. As for the HOMO energy (spin up / spin down): -4.511 / -4.392 eV. Its expectation value of S² is 0.76. As for the total charge: -1. The value obtained for the largest force on an atom is 0.53 eV Å⁻¹. The value obtained for the LUMO energy (spin up / spin down) is 2.255 / 2.253 eV. The orbital gap (spin up / spin down) comes out at 0.24865 / 0.24418 Eh.